DFT (ωB97M-V/def2-TZVPD) results for a 6-piece molecular cluster, CH14O5 overall.

Geometry as ORCA input:
```
! wB97M-V def2-TZVPD RIJCOSX def2/J DEFGRID3
* xyz 0 1
C -0.24 -2.02 0.45
H 0.59 -1.88 1.14
H -0.94 -1.29 0.69
H 0.09 -1.99 -0.55
H -0.66 -3.09 0.70
H -0.21 1.63 0.72
H -0.30 2.00 -0.83
O -0.80 1.78 -0.03
H 1.17 0.16 3.11
H -0.29 0.01 2.43
O 0.60 0.52 2.42
H 1.54 -0.52 -5.30
H 0.13 -0.08 -4.93
O 1.05 0.15 -4.82
H -3.56 1.33 0.87
H -2.03 0.85 0.85
O -2.95 0.53 1.08
H 1.92 0.79 1.31
H 2.25 0.25 0.02
O 2.65 0.86 0.66
*
```

- gap between HOMO and LUMO (eV) = 11.2846
- LUMO level (Ha) = 0.0116
- SMILES string = C.O.O.O.O.O
- energy relative to the best compared isomer or geometry (same formula, charge and spin) (kcal per mole) = 29.7

Okay, here come the natural (NBO) numbers, in e, for every atom:
1 C -0.84
2 H 0.20
3 H 0.21
4 H 0.22
5 H 0.21
6 H 0.49
7 H 0.50
8 O -0.98
9 H 0.50
10 H 0.51
11 O -0.99
12 H 0.47
13 H 0.47
14 O -0.94
15 H 0.48
16 H 0.49
17 O -0.98
18 H 0.48
19 H 0.46
20 O -0.95

DFT (ωB97M-V/def2-TZVPD) results for a 6-piece molecular cluster, CH15N2O5 overall.

Geometry as ORCA input:
```
! wB97M-V def2-TZVPD RIJCOSX def2/J DEFGRID3
* xyz 1 1
N 1.33 -1.37 -0.20
C 0.18 -1.87 -0.54
N -0.93 -1.13 -0.60
H 1.39 -0.40 0.29
H 2.25 -1.70 -0.54
H 0.17 -2.99 -0.62
H -1.85 -1.48 -0.39
H -0.81 -0.13 -0.49
H 1.58 1.52 1.24
H 2.82 1.65 0.35
O 2.02 1.13 0.45
H 2.17 -1.08 -4.10
H 0.59 -1.04 -3.63
O 1.55 -0.99 -3.38
H -1.09 1.93 -0.40
H -2.34 2.06 0.61
O -1.60 1.53 0.31
H -3.57 -2.03 2.05
H -3.85 -0.84 1.10
O -3.27 -1.59 1.26
H 0.36 3.93 2.11
H 1.26 3.31 3.24
O 0.90 3.16 2.36
*
```

- gap between HOMO and LUMO (eV) = 11.7629
- LUMO level (Ha) = -0.0937
- energy relative to the best compared isomer or geometry (same formula, charge and spin) (kcal per mole) = 25.5

Okay, here come the natural (NBO) numbers, in e, for every atom:
1 N -0.73
2 C 0.40
3 N -0.73
4 H 0.45
5 H 0.44
6 H 0.22
7 H 0.45
8 H 0.42
9 H 0.52
10 H 0.51
11 O -0.98
12 H 0.50
13 H 0.49
14 O -0.98
15 H 0.49
16 H 0.50
17 O -0.98
18 H 0.49
19 H 0.48
20 O -0.97
21 H 0.49
22 H 0.49
23 O -0.97

DFT (ωB97M-V/def2-TZVPD) results for CH16Ba2O11 as an isolated structure.

Geometry as ORCA input:
```
! wB97M-V def2-TZVPD RIJCOSX def2/J DEFGRID3
* xyz 1 2
Ba -14.59 16.58 17.97
Ba -10.59 19.57 20.38
C -12.28 18.76 17.69
O -12.69 18.30 16.63
O -12.33 17.97 18.65
O -11.73 19.85 17.83
O -11.97 15.15 18.57
H -11.82 16.06 18.83
H -11.21 14.93 18.03
O -11.20 22.46 16.71
H -11.64 22.98 17.39
H -11.16 21.58 17.08
O -14.12 21.11 19.16
H -13.55 20.56 18.62
H -14.18 21.93 18.69
O -14.28 20.67 15.09
H -14.08 21.52 14.69
H -13.92 20.73 15.97
O -14.67 16.82 20.63
H -13.94 17.41 20.80
H -14.95 16.52 21.49
O -12.20 18.37 13.84
H -12.29 18.39 14.79
H -11.46 18.94 13.65
O -11.60 15.74 15.54
H -10.68 15.93 15.74
H -12.05 16.58 15.60
O -9.19 19.54 16.25
H -9.99 19.71 16.74
H -9.37 19.90 15.38
*
```

- expectation value of S² = 0.750
- gap between HOMO and LUMO (spin up / spin down) (eV) = 3.8380 / 8.5627
- LUMO level (spin up / spin down) (Ha) = -0.1453 / -0.1478

Okay, here come the Mulliken numbers, in e, for every atom:
1 Ba 1.83
2 Ba 0.73
3 C 0.99
4 O -0.89
5 O -1.30
6 O -0.74
7 O -0.59
8 H 0.41
9 H 0.31
10 O -0.63
11 H 0.29
12 H 0.37
13 O -0.61
14 H 0.38
15 H 0.30
16 O -0.58
17 H 0.30
18 H 0.28
19 O -0.56
20 H 0.30
21 H 0.28
22 O -0.61
23 H 0.44
24 H 0.28
25 O -0.63
26 H 0.33
27 H 0.32
28 O -0.64
29 H 0.31
30 H 0.32

DFT (ωB97M-V/def2-TZVPD) results for a 7-piece molecular cluster, CH16O6S overall.

Geometry as ORCA input:
```
! wB97M-V def2-TZVPD RIJCOSX def2/J DEFGRID3
* xyz 0 1
C 2.13 -0.45 2.64
S 3.37 -1.73 2.59
H 1.48 -0.34 1.78
H 1.48 -0.56 3.51
H 2.60 0.53 2.79
H 3.32 -2.46 1.47
H 1.97 2.18 -2.59
H 1.44 2.91 -1.41
O 1.14 2.28 -2.09
H 0.05 0.32 -0.15
H -0.34 1.58 -1.04
O -0.49 1.08 -0.23
H -0.35 -5.27 -3.15
H -0.62 -4.71 -1.75
O 0.04 -5.12 -2.30
H -3.54 0.30 1.06
H -2.14 0.50 0.51
O -2.92 -0.10 0.45
H -3.86 -1.66 -0.92
H -4.87 -1.62 -1.87
O -4.30 -2.28 -1.52
H 1.22 4.69 1.48
H 1.68 5.38 0.14
O 1.52 4.55 0.60
*
```

- gap between HOMO and LUMO (eV) = 9.2155
- LUMO level (Ha) = 0.0077
- SMILES string = CS.O.O.O.O.O.O
- energy relative to the best compared isomer or geometry (same formula, charge and spin) (kcal per mole) = 25.2

Okay, here come the natural (NBO) numbers, in e, for every atom:
1 C -0.75
2 S -0.06
3 H 0.22
4 H 0.22
5 H 0.22
6 H 0.14
7 H 0.48
8 H 0.49
9 O -0.96
10 H 0.48
11 H 0.51
12 O -0.98
13 H 0.47
14 H 0.47
15 O -0.94
16 H 0.46
17 H 0.50
18 O -0.98
19 H 0.48
20 H 0.46
21 O -0.94
22 H 0.48
23 H 0.48
24 O -0.96

DFT (ωB97M-V/def2-TZVPD) results for a 7-piece molecular cluster, CH16O6S overall.

Geometry as ORCA input:
```
! wB97M-V def2-TZVPD RIJCOSX def2/J DEFGRID3
* xyz 0 1
C -1.68 0.67 2.19
S -0.88 0.91 3.82
H -1.08 -0.11 1.73
H -2.71 0.33 2.28
H -1.62 1.56 1.58
H 0.33 1.15 3.30
H 0.23 3.44 -2.69
H -1.11 2.79 -2.69
O -0.26 2.74 -2.24
H 0.22 0.36 -1.17
H -0.84 0.79 -2.11
O -0.62 0.03 -1.54
H 5.60 -1.55 1.54
H 4.48 -1.08 0.67
O 4.84 -0.95 1.55
H -1.04 -2.85 -2.29
H -0.20 -1.71 -1.79
O -0.21 -2.69 -1.85
H 2.00 -3.47 -1.67
H 2.76 -4.58 -2.43
O 2.86 -3.90 -1.76
H -3.83 1.92 -1.58
H -4.13 2.53 -2.96
O -3.52 2.58 -2.21
*
```

- gap between HOMO and LUMO (eV) = 8.9122
- LUMO level (Ha) = 0.0032
- SMILES string = CS.O.O.O.O.O.O
- energy relative to the best compared isomer or geometry (same formula, charge and spin) (kcal per mole) = 15.9

Okay, here come the natural (NBO) numbers, in e, for every atom:
1 C -0.72
2 S -0.06
3 H 0.22
4 H 0.22
5 H 0.21
6 H 0.12
7 H 0.48
8 H 0.49
9 O -0.96
10 H 0.48
11 H 0.50
12 O -0.96
13 H 0.47
14 H 0.47
15 O -0.94
16 H 0.47
17 H 0.50
18 O -0.98
19 H 0.49
20 H 0.47
21 O -0.96
22 H 0.48
23 H 0.48
24 O -0.95

DFT (ωB97M-V/def2-TZVPD) results for CH18FeO12 as an isolated structure.

Geometry as ORCA input:
```
! wB97M-V def2-TZVPD RIJCOSX def2/J DEFGRID3
* xyz 0 5
Fe -33.77 4.43 -9.63
C -31.37 3.84 -8.87
O -32.35 4.29 -8.15
O -31.79 3.79 -10.13
O -30.25 3.59 -8.44
O -30.03 3.36 -12.38
H -30.65 3.60 -11.65
H -30.31 3.92 -13.12
O -32.35 2.79 -5.57
H -32.32 3.30 -6.40
H -33.23 2.39 -5.56
O -32.84 2.45 -12.33
H -32.39 2.63 -11.49
H -33.68 2.92 -12.28
O -28.97 1.06 -8.44
H -28.03 1.13 -8.63
H -29.29 1.97 -8.50
O -33.30 6.37 -10.08
H -33.80 7.01 -10.61
H -32.68 6.90 -9.55
O -31.71 6.44 -6.47
H -32.40 6.38 -5.80
H -31.77 5.61 -6.97
O -28.76 3.56 -5.97
H -28.09 4.19 -6.24
H -29.30 3.42 -6.76
O -27.83 3.66 -10.79
H -28.49 3.49 -11.50
H -28.35 3.80 -10.00
O -29.23 6.30 -8.57
H -29.65 5.44 -8.77
H -28.34 6.21 -8.91
*
```

- expectation value of S² = 6.008
- gap between HOMO and LUMO (spin up / spin down) (eV) = 6.2579 / 6.1620
- LUMO level (spin up / spin down) (Ha) = -0.1307 / -0.1342
- energy relative to the best compared isomer or geometry (same formula, charge and spin) (kcal per mole) = 0.0

Okay, here come the natural (NBO) numbers, in e, for every atom:
1 Fe 1.58
2 C 0.98
3 O -0.92
4 O -0.92
5 O -0.73
6 O -0.96
7 H 0.49
8 H 0.47
9 O -0.94
10 H 0.48
11 H 0.45
12 O -0.93
13 H 0.49
14 H 0.43
15 O -0.96
16 H 0.47
17 H 0.48
18 O -1.01
19 H 0.52
20 H 0.56
21 O -0.96
22 H 0.46
23 H 0.48
24 O -0.95
25 H 0.46
26 H 0.48
27 O -0.98
28 H 0.50
29 H 0.46
30 O -0.95
31 H 0.47
32 H 0.47